{
  "formula": "C43H35N4O5PdS3Sb",
  "method": "the ωB97M-V functional and the def2-TZVPD basis",
  "total_charge": -2,
  "e_above_lowest_ev": 0.000,
  "species": ["Pd", "N", "C", "C", "C", "C", "C", "C", "S", "N", "C", "C", "C", "C", "C", "C", "N", "H", "H", "H", "H", "H", "H", "H", "H", "H", "C", "C", "C", "C", "C", "C", "Sb", "C", "C", "C", "C", "C", "C", "C", "C", "C", "C", "C", "C", "H", "H", "H", "H", "H", "H", "H", "H", "H", "H", "H", "H", "H", "H", "H", "O", "C", "O", "C", "C", "C", "C", "S", "C", "C", "H", "H", "H", "H", "H", "N", "C", "C", "C", "C", "C", "C", "S", "O", "O", "O", "H", "H", "H", "H", "H", "H"],
  "xyz": [[0.62, 0.04, -0.40], [-4.07, -0.17, -0.58], [-4.98, -1.12, -0.08], [-6.34, -1.00, -0.30], [-7.20, -1.96, 0.22], [-6.70, -3.01, 0.98], [-5.33, -3.11, 1.21], [-4.46, -2.19, 0.64], [-2.71, -2.37, 0.74], [-2.19, -0.75, 0.71], [-2.87, 0.09, 0.05], [-2.33, 1.50, 0.00], [-3.14, 2.59, 0.30], [-2.57, 3.86, 0.31], [-1.23, 3.98, -0.03], [-0.52, 2.84, -0.36], [-1.06, 1.62, -0.33], [-4.41, 0.51, -1.24], [-6.72, -0.19, -0.91], [-8.26, -1.89, 0.01], [-7.37, -3.76, 1.39], [-4.93, -3.93, 1.79], [-4.17, 2.44, 0.58], [-3.16, 4.72, 0.58], [-0.73, 4.95, -0.06], [0.51, 2.87, -0.68], [3.92, -3.70, 5.02], [2.83, -2.98, 5.47], [2.00, -2.32, 4.56], [2.25, -2.36, 3.19], [3.35, -3.11, 2.76], [4.18, -3.77, 3.65], [0.79, -1.54, 1.74], [0.37, 0.11, 3.10], [1.40, 0.78, 3.78], [1.14, 1.89, 4.58], [-0.17, 2.35, 4.73], [-1.20, 1.69, 4.08], [-0.93, 0.58, 3.28], [2.46, -0.57, 0.61], [2.84, 0.76, 0.83], [4.08, 1.23, 0.40], [4.97, 0.39, -0.22], [4.61, -0.94, -0.47], [3.37, -1.40, -0.08], [4.57, -4.21, 5.72], [2.62, -2.92, 6.53], [1.15, -1.76, 4.95], [3.58, -3.17, 1.70], [5.03, -4.34, 3.29], [2.42, 0.44, 3.68], [1.95, 2.39, 5.09], [-0.37, 3.21, 5.36], [-2.22, 2.03, 4.20], [-1.75, 0.08, 2.78], [2.19, 1.42, 1.39], [4.34, 2.27, 0.55], [5.94, 0.76, -0.56], [5.29, -1.60, -1.00], [3.07, -2.41, -0.35], [7.31, 4.15, -2.75], [7.07, 2.90, -3.27], [8.00, 2.32, -3.78], [5.69, 2.38, -3.17], [5.42, 1.10, -3.65], [4.16, 0.55, -3.57], [3.06, 1.25, -3.01], [1.48, 0.56, -2.91], [3.35, 2.56, -2.55], [4.62, 3.10, -2.63], [6.48, 4.48, -2.37], [6.24, 0.53, -4.08], [3.98, -0.46, -3.93], [2.54, 3.13, -2.12], [4.74, 4.11, -2.25], [-0.77, -2.07, -1.93], [-1.92, -1.68, -2.60], [-3.01, -2.55, -2.76], [-4.23, -2.07, -3.20], [-4.41, -0.72, -3.51], [-3.30, 0.11, -3.46], [-2.07, -0.36, -3.01], [-6.01, -0.07, -3.94], [-5.85, 1.37, -3.78], [-6.27, -0.50, -5.30], [-6.91, -0.67, -2.96], [-0.47, -3.03, -2.04], [-0.01, -1.41, -1.93], [-2.91, -3.58, -2.45], [-5.09, -2.73, -3.24], [-3.42, 1.15, -3.74], [-1.22, 0.30, -2.95]],
  "lowdin_charge": [0.2044, 0.1387, -0.2396, -0.0265, -0.0845, -0.1154, -0.1233, -0.4578, 0.9111, -0.2700, -0.3731, -0.2089, -0.0034, -0.0646, -0.0556, -0.1142, 0.0667, 0.1337, 0.0991, 0.1004, 0.0877, 0.0934, 0.1173, 0.1021, 0.0990, 0.0834, -0.1255, -0.1118, -0.1474, -0.3699, -0.1363, -0.1092, 1.4066, -0.3738, -0.1589, -0.1036, -0.1183, -0.1024, -0.1365, -0.4759, -0.1623, -0.0996, -0.1055, -0.0971, -0.1679, 0.0864, 0.0898, 0.0884, 0.0701, 0.0914, 0.0972, 0.0921, 0.0879, 0.0933, 0.0630, 0.0719, 0.0988, 0.0976, 0.0997, 0.0903, 0.0778, -0.4936, 0.0775, -0.1805, -0.0431, -0.1273, -0.7220, 0.5669, -0.1351, -0.0630, 0.0686, 0.1129, 0.0926, 0.0842, 0.0998, 0.0821, -0.3439, -0.0564, -0.0683, -0.3036, -0.0829, -0.0587, 0.3990, -0.3841, -0.3677, -0.3802, 0.0870, -0.0290, 0.1014, 0.1149, 0.1098, 0.0423]
}


{
  "formula": "C43H36BNO14Si",
  "method": "the ωB97M-V functional and the def2-TZVPD basis",
  "smiles": "CCOB(O)[SiH2]c1cccnc1.O=C1C=CC(=O)C=C1.O=C1C=CC(=O)C=C1.O=C1C=CC(=O)C=C1.O=C1C=CC(=O)C=C1.O=C1C=CC(=O)C=C1.O=C1C=CC(=O)C=C1",
  "species": ["C", "C", "O", "B", "O", "Si", "C", "C", "C", "C", "N", "C", "H", "H", "H", "H", "H", "H", "H", "H", "H", "H", "H", "H", "C", "C", "C", "O", "C", "C", "C", "O", "H", "H", "H", "H", "C", "C", "C", "O", "C", "C", "C", "O", "H", "H", "H", "H", "C", "C", "C", "O", "C", "C", "C", "O", "H", "H", "H", "H", "C", "C", "C", "O", "C", "C", "C", "O", "H", "H", "H", "H", "C", "C", "C", "O", "C", "C", "C", "O", "H", "H", "H", "H", "C", "C", "C", "O", "C", "C", "C", "O", "H", "H", "H", "H"],
  "xyz": [[-1.70, 0.26, -2.98], [-0.75, -0.14, -1.74], [0.12, -1.27, -2.12], [1.50, -0.94, -1.80], [2.25, 0.07, -2.52], [2.29, -1.92, -0.27], [2.17, -0.68, 1.21], [2.59, 0.80, 0.93], [2.42, 1.71, 2.20], [1.89, 1.00, 3.45], [1.55, -0.38, 3.68], [1.69, -1.23, 2.56], [-2.38, -0.61, -3.28], [-1.08, 0.58, -3.90], [-2.36, 1.15, -2.69], [-1.44, -0.44, -0.87], [-0.16, 0.78, -1.41], [1.76, 0.21, -3.37], [1.56, -3.17, 0.02], [3.71, -2.18, -0.59], [2.97, 1.18, -0.07], [2.68, 2.83, 2.17], [1.73, 1.69, 4.36], [1.41, -2.35, 2.66], [5.00, -0.93, 3.61], [4.80, -0.61, 4.89], [5.77, -1.01, 5.94], [5.59, -0.72, 7.10], [6.96, -1.78, 5.51], [7.16, -2.09, 4.23], [6.19, -1.70, 3.18], [6.38, -1.98, 2.01], [4.31, -0.65, 2.83], [3.94, -0.05, 5.22], [7.65, -2.06, 6.29], [8.03, -2.65, 3.90], [-2.50, -3.04, 3.91], [-2.39, -2.24, 2.85], [-2.68, -2.74, 1.49], [-2.57, -2.01, 0.52], [-3.08, -4.15, 1.35], [-3.19, -4.95, 2.41], [-2.91, -4.45, 3.77], [-3.02, -5.18, 4.74], [-2.30, -2.69, 4.92], [-2.10, -1.20, 2.94], [-3.29, -4.50, 0.34], [-3.49, -5.98, 2.32], [-3.16, 2.08, 4.74], [-3.36, 2.41, 6.02], [-2.40, 2.01, 7.07], [-2.59, 2.31, 8.23], [-1.21, 1.25, 6.65], [-1.00, 0.92, 5.37], [-1.97, 1.32, 4.32], [-1.78, 1.03, 3.15], [-3.85, 2.36, 3.96], [-4.23, 2.97, 6.34], [-0.51, 0.97, 7.43], [-0.13, 0.37, 5.04], [2.15, 2.84, -4.71], [2.17, 4.17, -4.86], [1.71, 4.80, -6.11], [1.72, 6.01, -6.25], [1.23, 3.91, -7.20], [1.22, 2.59, -7.05], [1.67, 1.95, -5.80], [1.66, 0.74, -5.66], [2.48, 2.36, -3.80], [2.51, 4.83, -4.08], [0.90, 4.40, -8.11], [0.87, 1.92, -7.83], [0.36, 9.72, -6.22], [0.52, 8.54, -6.83], [0.25, 8.38, -8.27], [0.40, 7.31, -8.83], [-0.20, 9.58, -9.02], [-0.37, 10.75, -8.41], [-0.10, 10.91, -6.96], [-0.24, 11.99, -6.41], [0.55, 9.85, -5.16], [0.86, 7.66, -6.30], [-0.40, 9.45, -10.07], [-0.70, 11.64, -8.94], [-4.35, -10.02, 2.30], [-4.34, -8.70, 2.14], [-4.79, -8.07, 0.89], [-4.77, -6.86, 0.74], [-5.26, -8.96, -0.19], [-5.28, -10.28, -0.04], [-4.82, -10.92, 1.22], [-4.84, -12.12, 1.36], [-4.02, -10.50, 3.21], [-3.99, -8.03, 2.93], [-5.59, -8.48, -1.11], [-5.62, -10.95, -0.82]],
  "lowdin_charge": [-0.0800, -0.2260, -0.0712, -0.6224, 0.0263, 0.7513, -0.2881, -0.0177, -0.0250, -0.1515, 0.0029, -0.1313, 0.0864, 0.0693, 0.0825, 0.1117, 0.1222, 0.0694, -0.0344, -0.0366, 0.0995, 0.0982, 0.1071, 0.1137, 0.0241, 0.0229, -0.3867, 0.1019, 0.0191, 0.0195, -0.3816, 0.1019, 0.0831, 0.1041, 0.1213, 0.1214, 0.0253, 0.0299, -0.3681, 0.0994, 0.0327, 0.0220, -0.3812, 0.0975, 0.1198, 0.0910, 0.1206, 0.0755, 0.0236, 0.0223, -0.3883, 0.1070, 0.0292, 0.0117, -0.3807, 0.0825, 0.1226, 0.1230, 0.1248, 0.0741, 0.0307, 0.0337, -0.3508, 0.0805, 0.0387, 0.0294, -0.3729, 0.1037, 0.1122, 0.1247, 0.1244, 0.1251, 0.0247, 0.0239, -0.3756, 0.0965, 0.0192, 0.0190, -0.3915, 0.0990, 0.1211, 0.0792, 0.1203, 0.1212, 0.0292, 0.0272, -0.3669, 0.0892, 0.0245, 0.0245, -0.3856, 0.1107, 0.1255, 0.1150, 0.1230, 0.1238]
}


{
  "formula": "C43H36F3NOP2PdS2",
  "method": "the ωB97M-V functional and the def2-TZVPD basis",
  "e_above_lowest_ev": 0.593,
  "species": ["Pd", "C", "N", "C", "P", "C", "C", "C", "C", "C", "C", "C", "C", "C", "C", "C", "C", "C", "C", "C", "C", "C", "C", "P", "C", "C", "C", "C", "C", "C", "C", "C", "C", "C", "C", "C", "H", "H", "H", "H", "H", "H", "H", "H", "H", "H", "H", "H", "H", "H", "H", "H", "H", "H", "H", "H", "H", "H", "H", "H", "H", "H", "H", "H", "H", "F", "C", "F", "F", "C", "C", "C", "C", "C", "C", "C", "C", "H", "H", "H", "H", "C", "O", "C", "S", "S", "H", "H", "H"],
  "xyz": [[0.75, 0.70, 0.63], [-1.84, -1.13, 1.95], [-2.90, -0.63, 1.10], [-2.62, 0.24, -0.02], [-0.95, 0.13, -0.79], [-0.98, -1.37, -1.80], [-0.02, -1.53, -2.80], [-0.01, -2.68, -3.57], [-0.94, -3.69, -3.33], [-1.88, -3.54, -2.33], [-1.90, -2.38, -1.56], [-1.12, 1.48, -1.99], [-2.04, 1.36, -3.03], [-2.22, 2.40, -3.93], [-1.47, 3.57, -3.80], [-0.55, 3.69, -2.77], [-0.37, 2.65, -1.87], [-4.19, -1.16, 1.23], [-4.40, -2.42, 1.80], [-5.69, -2.93, 1.92], [-6.78, -2.21, 1.46], [-6.57, -0.97, 0.88], [-5.30, -0.44, 0.77], [-0.51, 0.07, 2.40], [0.55, -1.07, 3.34], [0.15, -1.52, 4.59], [0.92, -2.45, 5.28], [2.10, -2.92, 4.72], [2.50, -2.47, 3.47], [1.74, -1.54, 2.78], [-1.23, 1.21, 3.60], [-0.45, 1.77, 4.60], [-0.98, 2.74, 5.44], [-2.29, 3.16, 5.27], [-3.07, 2.61, 4.27], [-2.55, 1.64, 3.43], [-1.28, -1.96, 1.50], [-2.28, -1.49, 2.88], [-2.70, 1.31, 0.23], [-3.34, 0.04, -0.81], [0.71, -0.75, -2.97], [0.72, -2.80, -4.35], [-0.92, -4.59, -3.93], [-2.60, -4.33, -2.14], [-2.65, -2.28, -0.78], [-2.60, 0.44, -3.16], [-2.93, 2.30, -4.74], [-1.61, 4.38, -4.50], [0.03, 4.59, -2.67], [0.37, 2.74, -1.08], [-3.56, -3.02, 2.14], [-5.83, -3.91, 2.36], [-7.78, -2.61, 1.55], [-7.41, -0.39, 0.52], [-5.16, 0.54, 0.34], [-0.77, -1.15, 5.04], [0.60, -2.79, 6.26], [2.70, -3.64, 5.26], [3.42, -2.83, 3.04], [2.07, -1.19, 1.81], [0.58, 1.45, 4.73], [-0.36, 3.17, 6.21], [-2.69, 3.92, 5.92], [-4.09, 2.94, 4.13], [-3.17, 1.21, 2.65], [8.27, -0.69, -5.06], [7.15, -1.43, -5.14], [6.74, -1.37, -6.43], [7.51, -2.71, -4.92], [6.09, -0.98, -4.19], [4.93, -1.75, -4.07], [3.93, -1.36, -3.21], [4.06, -0.19, -2.44], [5.23, 0.57, -2.58], [6.23, 0.18, -3.44], [3.02, 0.21, -1.54], [2.19, 0.54, -0.72], [4.82, -2.65, -4.66], [3.04, -1.95, -3.10], [5.34, 1.47, -1.99], [7.13, 0.77, -3.54], [3.39, 4.19, -1.00], [2.56, 3.38, -0.18], [2.51, 3.60, 1.13], [3.29, 4.84, 1.88], [1.43, 2.53, 1.99], [3.24, 3.81, -2.01], [4.44, 4.08, -0.70], [3.11, 5.24, -0.91]],
  "lowdin_charge": [0.3448, -0.3077, -0.2049, -0.3088, 0.9695, -0.3448, -0.0862, -0.0745, -0.0788, -0.0738, -0.0789, -0.3458, -0.0869, -0.0764, -0.0764, -0.0632, -0.0769, -0.2530, -0.0324, -0.0846, -0.1004, -0.0840, -0.0314, 0.9002, -0.3540, -0.0901, -0.0742, -0.0758, -0.0674, -0.0843, -0.3788, -0.1283, -0.0644, -0.0745, -0.0725, -0.0757, 0.1030, 0.0991, 0.1031, 0.0944, 0.0974, 0.1050, 0.1047, 0.1060, 0.0940, 0.1093, 0.1048, 0.1051, 0.1080, 0.0613, 0.1043, 0.1047, 0.1001, 0.1048, 0.1075, 0.1104, 0.1057, 0.1056, 0.1092, 0.0784, 0.0996, 0.1100, 0.1053, 0.1056, 0.0922, 0.1332, -0.5837, 0.1337, 0.1336, -0.1321, -0.0111, -0.0199, -0.2472, -0.0142, -0.0057, -0.1341, -0.1785, 0.1232, 0.1009, 0.1133, 0.1188, -0.1075, -0.2963, -1.3212, 0.6237, 0.5840, 0.0905, 0.0808, 0.0727]
}


{
  "formula": "C43H36N9O6RbS5",
  "method": "the ωB97M-V functional and the def2-TZVPD basis",
  "total_charge": -2,
  "e_above_lowest_ev": 1.004,
  "species": ["Rb", "C", "C", "C", "C", "C", "C", "N", "N", "C", "C", "C", "C", "C", "N", "H", "H", "H", "H", "H", "H", "H", "H", "H", "C", "O", "C", "C", "C", "C", "C", "C", "C", "N", "C", "C", "N", "C", "C", "C", "C", "N", "C", "C", "N", "C", "C", "C", "C", "H", "H", "H", "H", "H", "H", "H", "H", "H", "H", "H", "H", "H", "H", "O", "C", "O", "C", "C", "N", "N", "C", "C", "O", "O", "H", "H", "H", "C", "S", "C", "C", "S", "S", "C", "S", "S", "H", "H", "H", "C", "C", "C", "O", "H", "H", "H", "H", "H", "H", "H"],
  "xyz": [[-1.32, -1.62, 0.68], [2.92, 2.32, 4.87], [2.18, 2.29, 3.70], [2.02, 1.10, 3.01], [2.58, -0.07, 3.51], [3.31, -0.05, 4.70], [3.48, 1.15, 5.37], [2.36, -1.23, 2.72], [2.73, -2.31, 3.23], [2.50, -3.44, 2.38], [3.25, -4.57, 2.66], [3.06, -5.70, 1.87], [2.13, -5.65, 0.85], [1.42, -4.47, 0.66], [1.61, -3.38, 1.41], [3.03, 3.25, 5.42], [1.71, 3.19, 3.33], [1.43, 1.04, 2.11], [3.74, -0.97, 5.08], [4.05, 1.17, 6.29], [3.97, -4.55, 3.47], [3.63, -6.60, 2.06], [1.92, -6.51, 0.24], [0.65, -4.39, -0.10], [3.96, 5.08, -11.25], [2.70, 5.25, -10.63], [2.48, 4.57, -9.47], [1.23, 4.77, -8.88], [0.92, 4.13, -7.70], [1.83, 3.28, -7.07], [3.07, 3.10, -7.67], [3.40, 3.73, -8.86], [1.46, 2.64, -5.80], [0.32, 2.82, -5.18], [0.40, 2.06, -4.04], [1.60, 1.40, -3.98], [2.28, 1.78, -5.12], [1.99, 0.55, -2.90], [3.20, -0.16, -2.82], [3.47, -0.90, -1.70], [2.53, -0.91, -0.66], [1.38, -0.28, -0.73], [1.08, 0.43, -1.83], [-0.23, 1.09, -1.90], [-1.09, 0.86, -0.89], [-2.30, 1.38, -0.93], [-2.73, 2.20, -1.99], [-1.86, 2.46, -3.02], [-0.58, 1.89, -3.00], [3.94, 5.69, -12.15], [4.13, 4.04, -11.53], [4.77, 5.42, -10.60], [0.52, 5.43, -9.36], [-0.05, 4.28, -7.22], [3.81, 2.45, -7.22], [4.38, 3.57, -9.30], [3.20, 1.48, -5.39], [3.90, -0.12, -3.65], [4.39, -1.46, -1.61], [2.72, -1.44, 0.26], [-2.96, 1.11, -0.10], [-3.73, 2.60, -1.99], [-2.14, 3.07, -3.87], [-4.02, -7.15, 1.18], [-3.86, -6.71, 2.40], [-4.35, -7.26, 3.37], [-3.02, -5.49, 2.58], [-2.80, -4.92, 3.81], [-1.97, -3.88, 3.62], [-1.63, -3.72, 2.33], [-2.27, -4.68, 1.68], [-2.14, -4.76, 0.16], [-2.73, -5.74, -0.39], [-1.47, -3.90, -0.42], [-3.49, -6.56, 0.49], [-3.18, -5.19, 4.78], [-1.65, -3.21, 4.29], [-0.27, 0.94, 7.55], [-2.08, 0.88, 7.49], [-2.44, 2.16, 6.36], [-2.17, 2.17, 5.02], [-1.41, 1.00, 4.06], [-2.69, 3.68, 4.25], [-3.33, 4.51, 5.61], [-3.97, 6.04, 5.55], [-3.21, 3.59, 7.04], [0.04, 0.17, 8.26], [0.06, 1.92, 7.89], [0.12, 0.73, 6.56], [-5.29, -1.57, 2.78], [-4.46, -0.38, 2.24], [-5.34, 0.88, 2.24], [-3.89, -0.64, 1.02], [-5.51, -1.46, 3.85], [-4.74, -2.50, 2.62], [-6.25, -1.65, 2.24], [-3.69, -0.19, 3.00], [-6.19, 0.74, 1.56], [-4.75, 1.73, 1.88], [-5.72, 1.11, 3.24]],
  "lowdin_charge": [0.8564, -0.0888, -0.0791, -0.0382, -0.2488, -0.0385, -0.0974, 0.0891, 0.0841, -0.3219, -0.0300, -0.0814, -0.0514, -0.1071, 0.1300, 0.0981, 0.1086, 0.1090, 0.0957, 0.0942, 0.1010, 0.0991, 0.1032, 0.0952, -0.0955, -0.0858, -0.2874, 0.0019, -0.0131, -0.1519, -0.0290, -0.0250, -0.2813, 0.1874, -0.1648, -0.1326, 0.1714, -0.0849, -0.0234, -0.0525, -0.1251, 0.1308, -0.1311, -0.1523, 0.0620, -0.0969, -0.0277, -0.0108, -0.0886, 0.0887, 0.0927, 0.0930, 0.1188, 0.1140, 0.1033, 0.0979, 0.1393, 0.1034, 0.0994, 0.0730, 0.0920, 0.1062, 0.1090, 0.0860, -0.5345, 0.0417, -0.0588, -0.0209, 0.0153, -0.0106, -0.1495, -0.5988, 0.0043, -0.1987, 0.0395, 0.1310, 0.1608, -0.4191, 0.7547, -1.0458, -1.1869, 0.5102, 0.8713, -1.5556, 0.3905, 0.8474, 0.0199, 0.0319, -0.0053, -0.0858, -0.7017, -0.0942, -0.4396, 0.0602, 0.0488, 0.0610, 0.0521, 0.0599, 0.0522, 0.0618]
}


Number 1: gap between HOMO and LUMO 5.8 eV. Number 2: gap between HOMO and LUMO 7.2 eV. Number 3: gap between HOMO and LUMO 7.2 eV. Number 4: gap between HOMO and LUMO 4.0 eV.